1.
This record from the Open Molecules 2025 dataset describes a molecular structure, C9H25N3O7Y at a distorted geometry. The level of theory is ωB97M-V/def2-TZVPD.

Last column: Mulliken charge in e.
Element x y z (Å)
Y  0.777  -1.376  0.751  2.11
O  0.737  -2.782  2.580  -0.92
H  -0.054  -2.701  3.117  0.14
O  2.269  -3.131  0.344  -0.90
H  2.767  -3.251  -0.464  0.06
O  1.947  0.130  1.861  -0.89
H  2.481  0.898  1.705  0.08
O  -0.755  -2.238  -0.565  -0.90
H  -1.549  -2.631  -0.892  0.07
C  -0.492  1.200  -1.514  0.14
O  -0.176  0.556  -0.538  -0.51
N  -1.699  1.027  -2.112  0.20
C  -2.105  1.876  -3.231  -0.92
C  -2.741  0.185  -1.573  -0.70
H  0.143  1.940  -2.020  0.22
H  -2.480  1.213  -4.021  0.31
H  -1.306  2.466  -3.664  0.29
H  -2.979  2.444  -2.891  0.31
H  -3.132  -0.448  -2.371  0.33
H  -2.320  -0.426  -0.777  0.00
H  -3.557  0.836  -1.230  0.30
C  3.142  -0.909  -1.737  0.18
O  2.223  -0.670  -0.996  -0.30
N  4.021  0.032  -2.159  0.15
C  5.125  -0.262  -3.046  -0.90
C  3.809  1.445  -1.885  -0.83
H  3.389  -1.907  -2.126  0.22
H  6.065  -0.066  -2.528  0.31
H  5.080  0.342  -3.957  0.31
H  5.111  -1.299  -3.384  0.29
H  4.559  1.835  -1.201  0.30
H  3.755  2.010  -2.817  0.35
H  2.824  1.499  -1.415  0.08
C  -2.211  0.129  2.354  0.28
O  -1.216  -0.531  2.174  -0.45
N  -2.820  0.170  3.553  0.15
C  -4.040  0.919  3.783  -0.92
C  -2.270  -0.489  4.717  -0.88
H  -2.723  0.689  1.563  0.10
H  -3.936  1.481  4.711  0.30
H  -4.878  0.217  3.850  0.33
H  -4.356  1.629  3.017  0.30
H  -3.031  -1.147  5.146  0.33
H  -1.443  -1.123  4.404  0.20
H  -1.957  0.220  5.483  0.29

Computed properties:
net charge: -1
HOMO-LUMO gap: 5.4 eV
ΔE to the lowest compared entry with this formula, charge and spin: 5.0 kcal/mol

***

2.
This record from the Open Molecules 2025 dataset describes a molecular structure, C27H44F6OP2Pd at a distorted geometry. The level of theory is ωB97M-V/def2-TZVPD.

Last column: Mulliken charge in e.
Element x y z (Å)
Pd  -0.535  -1.864  -4.024  -0.09
C  -0.474  -2.946  2.566  0.78
C  0.850  -3.297  2.178  0.92
C  0.958  -1.341  3.394  0.69
C  -0.405  -1.740  3.323  0.73
C  1.736  -2.301  2.690  0.16
C  -1.696  -3.707  2.222  -1.91
H  -1.657  -4.076  1.188  0.46
H  -2.599  -3.096  2.333  0.36
H  -1.810  -4.586  2.875  0.42
C  -1.522  -0.985  3.935  -1.05
H  -2.495  -1.415  3.670  0.33
H  -1.499  0.079  3.642  0.10
H  -1.432  -1.009  5.034  0.44
C  1.428  -0.123  4.086  -1.24
H  1.088  -0.125  5.134  0.38
H  1.027  0.791  3.611  0.04
H  2.521  -0.077  4.086  0.48
C  3.208  -2.288  2.561  -1.63
H  3.672  -2.815  3.407  0.37
H  3.605  -1.264  2.558  0.43
H  3.539  -2.783  1.641  0.37
C  1.221  -4.467  1.351  -1.56
H  1.396  -5.369  1.957  0.37
H  2.138  -4.272  0.779  0.36
H  0.419  -4.707  0.640  0.37
C  -1.627  -0.339  -4.667  -0.03
C  -1.042  -1.083  -5.759  -0.71
C  0.214  -0.603  -6.466  -0.77
C  1.431  -0.475  -5.513  -0.85
C  1.154  -0.849  -4.018  -0.91
C  1.081  0.401  -3.172  0.24
C  0.154  1.475  -3.783  -0.93
C  -1.225  1.100  -4.368  -1.23
H  0.014  0.336  -7.007  0.32
H  1.859  0.533  -5.616  0.32
H  0.454  -1.355  -7.232  0.35
H  -1.331  1.693  -5.297  0.42
H  -2.681  -0.558  -4.432  0.68
H  -1.685  -1.804  -6.294  0.46
H  -2.000  1.481  -3.682  0.47
H  -0.011  2.267  -3.030  0.31
H  2.103  0.823  -3.261  0.17
H  0.732  1.981  -4.574  0.72
H  2.218  -1.163  -5.863  0.45
H  1.958  -1.521  -3.674  0.85
P  -1.288  -0.105  0.600  1.14
C  -2.889  0.745  0.863  -0.89
C  -1.900  -1.584  -0.336  -1.49
P  1.124  0.543  -1.257  0.91
C  -0.622  0.857  -0.840  -1.02
C  1.711  -1.032  -0.625  -1.16
C  2.092  1.853  -0.514  -0.93
H  -2.704  1.602  1.525  0.12
H  -3.571  0.041  1.357  0.48
H  -3.320  1.082  -0.088  0.37
H  -1.056  -2.245  -0.570  0.24
H  -2.399  -1.316  -1.280  0.48
H  -2.601  -2.149  0.287  0.41
H  2.085  2.761  -1.132  0.42
H  3.133  1.524  -0.379  0.51
H  1.638  2.074  0.466  -0.03
H  -0.676  1.924  -0.559  0.24
H  -1.257  0.677  -1.733  0.11
H  1.471  -1.136  0.440  -0.27
H  2.808  -1.073  -0.725  0.66
H  1.278  -1.877  -1.172  0.36
C  0.791  4.229  2.942  -1.90
C  -0.392  3.406  2.460  0.73
O  -0.106  2.186  2.031  0.02
C  -1.394  3.354  3.703  0.52
F  -1.687  4.594  4.199  -0.23
F  -2.575  2.727  3.455  -0.23
F  -0.785  2.659  4.715  -0.24
C  -1.031  4.263  1.268  0.61
F  -1.285  5.560  1.612  -0.24
F  -0.135  4.306  0.227  -0.24
F  -2.185  3.755  0.759  -0.20
H  1.269  3.704  3.775  0.46
H  0.474  5.226  3.260  0.45
H  1.528  4.306  2.136  0.44

Computed properties:
net charge: +2
HOMO-LUMO gap (spin up / spin down): 6.6 / 5.2 eV
2S+1: 5

***

3.
This record from the Open Molecules 2025 dataset describes a single C4H3NS molecule at a distorted geometry. The level of theory is ωB97M-V/def2-TZVPD.

Last column: Mulliken charge in e.
Element x y z (Å)
N  -0.684  2.802  -1.451  -0.35
C  -0.408  1.922  -0.781  0.20
C  0.005  0.858  0.029  -0.22
C  -0.378  -0.398  -0.161  -0.02
C  0.312  -1.515  0.566  -0.31
S  1.663  -1.521  1.502  -0.20
H  0.817  1.042  0.758  0.30
H  -1.050  -0.727  -1.001  0.30
H  -0.277  -2.465  0.539  0.29

Computed properties:
structure (SMILES): N#C/C=C/C=S
HOMO-LUMO gap: 7.7 eV
ΔE to the lowest compared entry with this formula, charge and spin: 6.8 kcal/mol

***

4.
This record from the Open Molecules 2025 dataset describes a molecular structure, C25H36BCrNO7S3. The level of theory is ωB97M-V/def2-TZVPD.

Last column: Mulliken charge in e.
Element x y z (Å)
Cr  -0.336  -2.271  0.102  1.37
C  -2.900  -1.072  2.084  -0.71
C  -3.356  -1.862  0.881  -0.91
O  -2.345  -2.845  0.502  0.32
C  -2.883  -4.070  0.014  -0.58
C  -1.857  -4.777  -0.858  -1.01
O  -0.551  -4.683  -0.306  -0.09
C  -0.280  -5.633  0.722  -0.61
C  0.741  -5.025  1.651  -0.67
O  0.113  -3.876  2.171  -0.06
C  0.924  -3.026  2.970  -0.77
C  0.085  -1.790  3.197  -0.72
O  -0.331  -1.312  1.937  -0.38
H  -2.896  -1.726  2.962  0.22
H  -3.661  -0.307  2.269  0.41
H  -3.513  -1.221  0.010  0.20
H  -4.273  -2.420  1.086  0.60
H  -3.772  -3.879  -0.593  0.55
H  -3.179  -4.675  0.876  0.32
H  -1.797  -4.308  -1.837  0.31
H  -2.153  -5.822  -0.995  0.41
H  0.083  -6.565  0.279  0.39
H  -1.191  -5.840  1.291  0.35
H  1.654  -4.754  1.108  0.33
H  1.000  -5.738  2.444  0.38
H  1.845  -2.776  2.432  0.25
H  1.177  -3.511  3.919  0.42
H  0.657  -1.022  3.722  0.30
H  -0.785  -2.045  3.813  0.33
C  2.676  1.193  1.015  -1.14
O  2.145  -0.101  0.690  -0.07
C  2.799  -0.860  -0.172  0.35
S  4.207  -0.420  -0.916  -0.26
S  2.016  -2.392  -0.461  -0.79
H  1.974  1.615  1.729  0.11
H  2.724  1.808  0.118  0.45
H  3.675  1.091  1.434  0.49
S  -1.280  -1.821  -2.239  -0.83
C  -0.360  -0.606  -3.002  0.89
N  0.990  -0.592  -2.912  0.09
C  1.789  0.314  -3.516  -0.12
C  1.249  1.298  -4.288  -0.73
C  -0.150  1.343  -4.410  -0.09
C  -0.939  0.418  -3.780  -0.98
H  1.423  -1.315  -2.321  -0.26
H  2.845  0.195  -3.324  0.45
H  1.883  2.026  -4.769  0.43
H  -0.610  2.123  -5.002  0.43
H  -2.016  0.444  -3.855  0.44
C  2.206  5.001  -0.450  -1.71
C  0.738  4.668  -0.746  2.16
C  -0.107  5.943  -0.607  -1.90
C  0.651  4.193  -2.195  -2.01
C  0.227  3.611  0.238  0.37
C  0.264  3.882  1.603  -0.40
C  -0.206  2.977  2.560  -2.13
C  -0.718  1.778  2.118  1.37
O  -1.232  0.765  2.854  -0.71
B  -1.483  -0.326  1.892  1.00
O  -1.343  0.284  0.535  -0.65
C  -0.766  1.492  0.752  0.19
C  -0.302  2.384  -0.190  0.03
H  2.565  5.774  -1.134  0.48
H  2.837  4.118  -0.575  0.31
H  2.339  5.366  0.569  0.33
H  0.235  6.706  -1.311  0.46
H  -0.040  6.355  0.399  0.36
H  -1.158  5.730  -0.812  0.40
H  1.024  4.974  -2.861  0.50
H  -0.377  3.966  -2.487  0.38
H  1.257  3.298  -2.351  0.28
H  0.666  4.827  1.948  0.37
H  -0.170  3.207  3.617  0.41
H  -0.364  2.119  -1.239  0.29

Computed properties:
HOMO-LUMO gap (spin up / spin down): 7.1 / 7.1 eV
ΔE to the lowest compared entry with this formula, charge and spin: 3.5 kcal/mol
2S+1: 5

***

5.
This record from the Open Molecules 2025 dataset describes a gas-phase ion, C3H7N4O (charge +1) at a distorted geometry. The level of theory is ωB97M-V/def2-TZVPD.

Last column: Mulliken charge in e.
Element x y z (Å)
C  1.099  -0.399  0.715  0.25
C  0.630  -0.199  -1.602  -0.46
C  -0.241  0.630  0.588  0.03
N  -1.536  0.014  2.394  -0.56
N  -1.474  -0.032  1.169  0.06
N  1.383  -0.711  -0.570  -0.11
N  -0.503  0.608  -0.884  -0.11
O  1.524  -0.786  1.736  -0.44
H  1.351  0.497  -2.098  0.34
H  -0.001  -0.942  -2.330  0.33
H  0.148  1.640  0.911  0.38
H  -2.356  -0.400  2.684  0.27
H  1.903  -1.545  -0.469  0.27
H  -0.635  1.611  -1.094  0.37
H  -1.291  0.014  -1.150  0.38

Computed properties:
net charge: +1
HOMO-LUMO gap (spin up / spin down): 7.9 / 8.4 eV
ΔE to the lowest compared entry with this formula, charge and spin: 25.7 kcal/mol
2S+1: 3